Entry a
# C2H8N6

2 unconnected molecules or ions with the total composition C2H8N6 (ωB97M-V/def2-TZVPD, the Open Molecules 2025 dataset).

```
16
Properties=species:S:1:pos:R:3:nbo_charge:R:1
C -1.5588 0.0221 1.2800 -0.446
N -0.6065 -0.8955 0.6815 -0.313
N -0.6964 -0.7985 -0.7646 -0.542
C 0.4026 0.0278 -1.1725 0.609
N 0.1040 1.3422 -1.2064 -0.793
N 0.9529 -0.3092 1.7429 0.101
N 2.0035 -0.1232 1.2845 -0.280
N 1.6282 -0.3741 -1.3248 -0.824
H -0.5563 -1.7367 -1.1236 0.362
H -0.8585 1.6275 -1.2059 0.412
H 0.8213 2.0057 -1.4459 0.408
H 2.1394 -0.1558 0.1846 0.380
H 1.6747 -1.3885 -1.2881 0.358
H -1.4789 -0.0734 2.3628 0.213
H -1.3989 1.0817 1.0245 0.157
H -2.5723 -0.2522 0.9711 0.198
```

**Kohn-Sham gap (alpha / beta)**: 8.7 / 8.7 eV
**Multiplicity**: 1

Entry b
# C2H8N6

A molecular structure, C2H8N6 (ωB97M-V/def2-TZVPD, the Open Molecules 2025 dataset).

```
16
Properties=species:S:1:pos:R:3:nbo_charge:R:1
C -0.5660 -0.0737 -0.2276 0.319
C 0.8085 0.6104 0.0270 -0.049
H -1.9055 2.6216 -0.3608 0.349
H -1.1635 2.5662 0.9924 0.334
H -2.2501 0.3562 0.5048 0.370
H 1.0844 1.8196 0.0535 0.227
H 3.8693 -1.0314 0.3807 0.368
H 3.8632 0.8791 0.4949 0.323
H -1.6955 -3.0374 0.2581 0.370
H -2.0806 -1.8388 -0.8878 0.350
N -1.2164 2.0653 0.0382 -0.643
N -1.6468 0.8398 -0.1483 -0.464
N 1.7461 -0.3833 -0.0137 -0.191
N 3.2592 -0.0855 -0.1380 -0.692
N -0.4982 -1.2886 0.0739 -0.266
N -1.8119 -1.9415 0.1547 -0.705
```

**Kohn-Sham gap**: 9.1 eV
**Multiplicity**: 1

entry a ends up most stable, edging out the next structure by 4.021 eV.

Entry a
# C5H7N2O

A gas-phase ion, C5H7N2O (charge +1) (ωB97M-V/def2-TZVPD, the Open Molecules 2025 dataset).

```
15
Properties=species:S:1:pos:R:3:nbo_charge:R:1
N 1.6887 -1.2181 2.2051 -0.712
C 1.2430 -0.6760 1.0867 0.386
N -0.0137 -0.3951 0.8621 -0.493
C -0.5110 0.1658 -0.2998 0.013
C -0.0103 0.2796 -1.5949 -0.339
C -0.9046 1.0122 -2.3458 0.123
O -1.9608 1.4001 -1.6408 -0.333
C -1.9067 0.9868 -0.4087 0.121
H 2.6736 -1.3998 2.3273 0.441
H 1.0723 -1.4861 2.9613 0.425
H 1.9639 -0.4413 0.3078 0.236
H -0.6993 -0.5670 1.5957 0.434
H 0.8833 -0.1659 -1.9900 0.245
H -0.8553 1.3005 -3.3772 0.230
H -2.6631 1.2043 0.3114 0.223
```

**SMILES**: N/C=[NH+]/c1ccoc1
**Kohn-Sham gap (alpha / beta)**: 8.1 / 8.1 eV
**Multiplicity**: 1
**Net charge**: +1

Entry b
# C5H7N2O

A gas-phase ion, C5H7N2O (charge +1) (ωB97M-V/def2-TZVPD, the Open Molecules 2025 dataset).

```
15
Properties=species:S:1:pos:R:3:nbo_charge:R:1
C -0.6451 -0.4388 -2.1066 -0.024
N -0.8782 0.7795 -2.5295 -0.053
O -0.6226 1.6878 -1.5641 -0.215
C -0.1401 0.9870 -0.5596 0.319
C -0.1616 -0.3506 -0.8347 -0.208
C 0.2119 -1.1810 0.3401 -0.230
N 0.6398 -0.2022 1.3850 -0.529
C 0.2274 1.1887 1.0244 -0.261
H -0.8791 -1.2640 -2.6930 0.247
H -0.5906 -1.7198 0.8470 0.219
H 0.8710 -2.0452 0.0911 0.264
H -0.0564 -0.5172 2.1649 0.464
H 1.6372 -0.3779 1.7782 0.479
H 1.0941 1.9908 1.1860 0.278
H -0.7076 1.4628 1.4709 0.251
```

**SMILES**: c1noc2c1C[NH2+]C2
**Kohn-Sham gap**: 9.8 eV
**Multiplicity**: 1
**Net charge**: +1

entry a ends up most stable, edging out the next structure by 2.127 eV.

Entry a
# C9H11PS

A single C9H11PS molecule (ωB97M-V/def2-TZVPD, the Open Molecules 2025 dataset).

```
22
Properties=species:S:1:pos:R:3:nbo_charge:R:1
C -1.2976 1.7297 0.6219 -0.222
C -0.9445 1.6827 2.0362 -0.183
C -1.4263 0.7042 -0.2519 -0.168
C 2.1043 -0.6024 -0.4344 -0.295
C -0.8089 0.4816 2.6542 -0.589
C 2.1896 -0.6051 0.8529 -0.125
C 0.9920 -0.6027 -1.3352 -0.458
C -0.2148 -1.4049 -0.8333 -0.387
C -1.2833 -0.7184 0.0174 -0.560
P -0.6354 -0.9947 1.7674 0.998
S -1.5232 -2.4731 2.5678 -0.476
H -1.3412 2.7399 0.2085 0.215
H -1.1278 2.6390 2.6819 0.227
H -1.9387 0.8482 -1.1081 0.203
H 3.1230 -0.6256 -1.0425 0.211
H -0.7345 0.2886 3.7182 0.249
H 2.7944 -0.7665 1.7020 0.204
H 0.5020 0.3368 -1.6010 0.240
H 1.4106 -1.0468 -2.3071 0.222
H -0.6239 -1.8982 -1.8016 0.214
H 0.0819 -2.2041 -0.2340 0.216
H -2.2618 -1.3174 -0.0061 0.265
```

**Kohn-Sham gap (alpha / beta)**: 7.0 / 7.3 eV
**Multiplicity**: 1

Entry b
# C9H11PS

A single C9H11PS molecule (ωB97M-V/def2-TZVPD, the Open Molecules 2025 dataset).

```
22
Properties=species:S:1:pos:R:3:nbo_charge:R:1
S 2.9377 -0.5390 -1.1480 -0.531
P 1.3542 -0.0754 -0.1151 1.253
C 1.0651 1.6716 0.1710 -0.607
C -0.0514 2.3707 0.0617 -0.098
C -1.3961 1.9012 -0.4372 -0.455
C -1.1357 0.7940 -1.4410 -0.451
C -0.5166 -0.4635 -0.7377 -0.191
C -1.1008 -1.6422 -0.4903 -0.263
C -0.2270 -2.5764 0.2893 -0.191
C 0.7891 -2.3195 1.1475 -0.196
C 1.1300 -0.8827 1.5251 -0.783
H 1.9997 2.2142 0.4760 0.243
H 0.0441 3.4317 0.3147 0.209
H -1.9183 1.4536 0.3262 0.223
H -1.8519 2.8233 -0.6843 0.227
H -0.2976 1.1537 -2.0760 0.219
H -1.9106 0.5489 -2.1780 0.227
H -1.9904 -2.0009 -0.9758 0.225
H -0.5856 -3.6690 0.0361 0.211
H 1.2981 -2.9028 1.8648 0.225
H 0.3352 -0.2294 1.8579 0.248
H 2.0287 -1.0622 2.2131 0.257
```

**SMILES**: S=[P@@]12C=CCCC1=CC=CC2
**Kohn-Sham gap**: 8.9 eV
**Multiplicity**: 1

entry b ends up most stable, edging out the next structure by 3.035 eV.

Entry a
# C3H3ClS

A single C3H3ClS molecule (ωB97M-V/def2-TZVPD, the Open Molecules 2025 dataset).

```
8
Properties=species:S:1:pos:R:3:nbo_charge:R:1
C -0.6658 0.2068 0.5961 -0.303
C 0.0002 0.4257 -0.4903 0.077
C 0.6418 0.4603 -1.6176 -0.407
S -0.1344 -1.9392 2.8911 -0.400
Cl 0.0901 0.0212 2.2251 0.309
H -1.7298 0.0599 0.6466 0.248
H 0.8522 1.2852 -2.2621 0.237
H 0.9458 -0.5198 -1.9889 0.238
```

**Kohn-Sham gap**: 8.0 eV
**Multiplicity**: 1

Entry b
# C3H3ClS

A single C3H3ClS molecule (ωB97M-V/def2-TZVPD, the Open Molecules 2025 dataset).

```
8
Properties=species:S:1:pos:R:3:nbo_charge:R:1
C 0.2941 1.3996 0.0033 -0.364
C 0.4731 0.0398 -0.1618 -0.032
Cl 2.0484 -1.0088 -0.0736 -0.086
C -0.5791 -0.9442 -0.0534 -0.417
S -2.1274 -0.7733 -0.0784 0.127
H -0.8173 1.3488 -0.1598 0.266
H 1.1438 2.0100 0.0915 0.249
H -0.4356 -2.0719 0.4322 0.257
```

**SMILES**: C=C(Cl)C=S
**Kohn-Sham gap**: 7.9 eV
**Multiplicity**: 1

entry b ends up most stable, edging out the next structure by 1.283 eV.

Entry a
# C3H12N2OS

2 unconnected molecules or ions with the total composition C3H12N2OS (ωB97M-V/def2-TZVPD, the Open Molecules 2025 dataset).

```
19
Properties=species:S:1:pos:R:3:nbo_charge:R:1
N -2.1837 -0.0894 -0.7401 -0.837
C -1.1986 -0.9444 -1.4318 -0.053
N 0.1310 -0.3703 -1.5539 -0.677
C 1.0238 -0.5402 -0.4379 -0.232
C 1.7106 0.7965 -0.1165 -0.515
S 2.7675 0.8092 1.3516 -0.047
H -1.6556 0.2255 0.0759 0.347
H -2.2347 0.7224 -1.3430 0.358
H -1.5261 -1.1492 -2.4510 0.183
H -1.1567 -1.9151 -0.9352 0.164
H 0.4389 -0.3107 -2.5007 0.386
H 1.7676 -1.3138 -0.6719 0.182
H 0.5695 -0.9746 0.4552 0.202
H 0.9310 1.5239 0.0779 0.214
H 2.2829 1.0176 -1.0161 0.206
H 2.7307 2.1439 1.4238 0.127
O -4.3545 -0.6708 1.3039 -0.959
H -3.8023 -0.8117 0.5272 0.492
H -3.7837 -0.4609 2.0173 0.458
```

**SMILES**: NCNCCS.O
**Kohn-Sham gap**: 9.8 eV
**Multiplicity**: 1

Entry b
# C3H12N2OS

2 unconnected molecules or ions with the total composition C3H12N2OS (ωB97M-V/def2-TZVPD, the Open Molecules 2025 dataset).

```
19
Properties=species:S:1:pos:R:3:nbo_charge:R:1
N 1.0646 -1.4805 -2.0721 -0.837
C 0.7554 -0.7230 -0.8656 -0.223
C -0.4111 0.2580 -1.0685 -0.069
N -1.4999 -0.3784 -1.7337 -0.862
C -0.7879 0.8437 0.2904 -0.498
S -2.1439 2.0724 0.1457 -0.063
H 1.4203 -0.8555 -2.7848 0.354
H 1.8153 -2.1298 -1.8862 0.361
H 0.4566 -1.3883 -0.0451 0.184
H 1.5915 -0.1663 -0.4420 0.173
H -0.0021 1.1206 -1.6257 0.163
H -1.9287 0.1591 -2.4676 0.376
H -1.2698 -1.3167 -2.0297 0.386
H -1.1589 0.1020 0.9882 0.219
H 0.0176 1.3966 0.7604 0.214
H -3.0223 1.4045 0.8570 0.122
O 4.1914 -1.8940 4.5181 -0.943
H 5.0551 -1.8897 4.9373 0.471
H 3.7900 -2.7639 4.6739 0.472
```

**SMILES**: NC[C@@H](N)CS.O
**Kohn-Sham gap**: 9.6 eV
**Multiplicity**: 1

entry b ends up most stable, edging out the next structure by 0.284 eV.

Entry a
# C3H12N2OS

2 unconnected molecules or ions with the total composition C3H12N2OS (ωB97M-V/def2-TZVPD, the Open Molecules 2025 dataset).

```
19
Properties=species:S:1:pos:R:3:nbo_charge:R:1
N -0.3295 -2.8611 0.7706 -0.839
C 0.4552 -1.7992 0.1942 -0.041
N 0.0543 -0.4727 0.6583 -0.660
C 0.3230 0.6391 -0.2283 -0.236
C 1.7778 1.0356 -0.2212 -0.524
S 2.1253 2.4650 -1.2854 -0.047
H -1.1769 -3.0528 0.2469 0.359
H -0.5598 -2.6838 1.7377 0.358
H 0.3623 -1.8185 -0.8925 0.158
H 1.4984 -1.9505 0.4610 0.165
H -0.8564 -0.4459 1.0820 0.365
H -0.3482 1.4587 0.0342 0.218
H 0.0286 0.3846 -1.2540 0.166
H 2.4009 0.2104 -0.5593 0.214
H 2.1250 1.2329 0.7970 0.223
H 2.0152 3.3842 -0.3248 0.120
O -2.9332 1.4181 -0.5211 -0.942
H -3.6580 1.9345 -0.9068 0.476
H -3.3040 0.9215 0.2114 0.469
```

**SMILES**: NCNCCS.O
**Kohn-Sham gap**: 9.1 eV
**Multiplicity**: 1

Entry b
# C3H12N2OS

2 unconnected molecules or ions with the total composition C3H12N2OS (ωB97M-V/def2-TZVPD, the Open Molecules 2025 dataset).

```
19
Properties=species:S:1:pos:R:3:nbo_charge:R:1
N -2.1989 2.0664 -0.3699 -0.825
C -1.5237 1.0460 -1.1450 -0.046
N -0.3836 0.2965 -0.3780 -0.709
C -0.4262 -0.6062 0.7621 -0.244
C -0.0463 -2.0818 0.6476 -0.491
S 1.5242 -2.2171 -0.3746 -0.099
H -1.4480 2.6977 0.1018 0.373
H -2.5947 1.5711 0.3831 0.349
H -0.9205 1.4638 -2.0483 0.179
H -2.0641 0.2380 -1.6244 0.192
H 0.5153 0.6041 -0.6721 0.368
H -1.4280 -0.6257 1.2163 0.191
H 0.2245 -0.2088 1.5585 0.193
H -0.7252 -2.7227 0.1024 0.207
H 0.1506 -2.7060 1.6198 0.232
H 0.8447 -1.8638 -1.4777 0.128
O 1.1918 3.0149 1.1037 -0.934
H 2.0543 3.3637 1.4827 0.470
H 1.5240 2.8538 0.1692 0.465
```

**SMILES**: NCNCCS.O
**Kohn-Sham gap**: 8.9 eV
**Multiplicity**: 1

entry a ends up most stable, edging out the next structure by 1.107 eV.